# C5H7NO

C5H7NO as an isolated structure at a distorted geometry (the ωB97M-V functional and the def2-TZVPD basis, OMol25).

ΔE to the lowest compared entry with this formula, charge and spin = 100.6 kcal per mole
Gap between HOMO and LUMO = 9.102 eV
Largest force on an atom = 1.464 eV/A
DFT total energy = -324.56412 Ha
E_HOMO = -8.29 eV
LUMO level = 0.0298 Ha
Net charge = 0
Molecular weight = 97.12 g mol⁻¹

Geometry as XYZ:
```
14
Properties=species:S:1:pos:R:3:lowdin_charge:R:1
C 2.4323 -0.1659 0.0206 -0.02
C 0.9484 0.0047 -0.0678 -0.34
C -0.0773 -0.9054 -0.3837 -0.02
C -1.2576 -0.0805 -0.0193 -0.44
N -2.5616 -0.5929 -0.0650 0.08
C -0.8553 1.1915 0.3023 -0.07
O 0.5033 1.2185 0.3049 0.04
H 2.9496 0.4954 -0.6819 0.09
H 2.7099 -1.2007 -0.1889 0.08
H 2.7851 0.0870 1.0288 0.09
H -0.6339 -0.1953 -1.2636 0.21
H -2.5207 -1.6029 -0.1800 0.09
H -3.0484 -0.3830 0.7999 0.09
H -1.3738 2.1292 0.3937 0.12
```